Entry 1
Computed, not measured: one molecule with the formula C3H5IN2, with ωB97M-V/def2-TZVPD.

Lowest unoccupied orbital energy (spin up / spin down), eV: -1.53 / -1.53
E_HOMO (spin up / spin down), eV: -7.84 / -7.83

Structure (ORCA input):
```
! wB97M-V def2-TZVPD RIJCOSX def2/J DEFGRID3
* xyz 0 1
C -0.779 -0.256 0.361
C 0.608 -0.018 0.287
C -1.374 -0.918 1.299
N 0.197 0.738 -1.756
N 1.009 0.518 -0.869
I 3.122 1.138 -1.196
H -1.264 0.285 -0.490
H 1.177 -0.667 1.066
H -0.824 -1.349 2.172
H -2.370 -0.934 1.491
H 0.496 1.461 -2.366
*
```

Entry 2
Computed, not measured: one molecule with the formula C3H5IN2, with ωB97M-V/def2-TZVPD.

Lowest unoccupied orbital energy, eV: 0.40
SMILES: NN[C@H]1C=C1I
E_HOMO, eV: -8.26

Structure (ORCA input):
```
! wB97M-V def2-TZVPD RIJCOSX def2/J DEFGRID3
* xyz 0 1
N 0.573 0.830 -1.404
N -0.366 -0.195 -1.240
C -0.425 -0.753 0.022
C 0.657 -0.666 1.107
C -0.350 0.115 1.304
I -1.115 1.432 2.742
H 0.325 1.621 -0.955
H 1.477 0.382 -1.274
H -1.214 0.001 -1.788
H -1.145 -1.742 0.021
H 1.582 -1.024 1.464
*
```

The most stable of them is entry 2.

Entry 1
Computed, not measured: a 8-piece molecular cluster, C32H64O24 overall, with ωB97M-V/def2-TZVPD.

Lowest unoccupied orbital energy, eV: 0.50
SMILES: CCOC(=O)OC.CCOC(=O)OC.CCOC(=O)OC.CCOC(=O)OC.CCOC(=O)OC.CCOC(=O)OC.CCOC(=O)OC.CCOC(=O)OC
E_HOMO, eV: -10.36

Structure (ORCA input):
```
! wB97M-V def2-TZVPD RIJCOSX def2/J DEFGRID3
* xyz 0 1
C -23.896 15.235 -6.020
C -25.221 15.583 -6.711
O -25.142 16.965 -7.265
C -24.722 17.231 -8.452
O -24.457 16.463 -9.357
O -24.665 18.538 -8.559
C -24.242 19.120 -9.785
H -23.400 16.113 -5.606
H -23.027 14.956 -6.617
H -24.076 14.444 -5.292
H -26.058 15.435 -6.029
H -25.531 14.868 -7.474
H -23.188 18.869 -9.902
H -24.475 20.172 -9.617
H -24.869 18.790 -10.614
C -23.728 13.119 -10.832
C -22.444 13.669 -10.176
O -22.035 14.790 -11.013
C -21.030 15.569 -10.636
O -20.425 15.523 -9.535
O -20.521 16.184 -11.646
C -19.375 16.916 -11.608
H -24.149 12.368 -10.164
H -23.611 12.540 -11.748
H -24.460 13.920 -10.931
H -21.698 12.902 -9.969
H -22.686 14.057 -9.186
H -19.078 17.042 -12.649
H -18.665 16.394 -10.966
H -19.462 17.897 -11.142
C -29.095 16.234 -5.918
C -30.291 16.382 -5.056
O -30.524 17.778 -4.850
C -31.354 18.216 -3.922
O -31.928 17.486 -3.123
O -31.290 19.577 -3.741
C -32.109 20.344 -2.857
H -29.332 16.569 -6.928
H -28.845 15.189 -6.097
H -28.144 16.551 -5.490
H -30.255 15.866 -4.097
H -31.172 15.944 -5.526
H -33.092 19.875 -2.816
H -32.189 21.358 -3.250
H -31.809 20.407 -1.811
C -27.679 10.312 -9.881
C -28.585 11.461 -9.490
O -28.299 12.430 -10.493
C -27.909 13.691 -10.166
O -27.810 14.138 -9.007
O -27.931 14.386 -11.345
C -27.316 15.656 -11.477
H -27.892 9.986 -10.899
H -27.768 9.552 -9.105
H -26.620 10.464 -10.087
H -28.149 11.732 -8.529
H -29.640 11.197 -9.417
H -27.724 16.303 -10.700
H -27.633 16.052 -12.442
H -26.234 15.639 -11.344
C -17.122 7.958 -7.273
C -17.808 8.807 -8.387
O -18.534 9.880 -7.758
C -19.840 9.805 -7.335
O -20.463 8.739 -7.073
O -20.274 11.089 -7.176
C -21.444 11.335 -6.432
H -16.528 7.173 -7.740
H -17.870 7.494 -6.630
H -16.520 8.567 -6.598
H -18.577 8.285 -8.957
H -17.098 9.232 -9.096
H -21.674 12.383 -6.240
H -21.623 10.721 -5.549
H -22.267 11.135 -7.119
C -25.413 28.011 -8.765
C -24.490 27.916 -10.018
O -24.365 26.506 -10.413
C -23.447 25.695 -9.845
O -22.571 26.088 -9.090
O -23.826 24.431 -10.086
C -23.124 23.258 -9.716
H -26.387 27.521 -8.749
H -25.485 29.066 -8.498
H -24.937 27.533 -7.909
H -23.540 28.388 -9.770
H -24.958 28.503 -10.809
H -23.398 22.470 -10.418
H -23.308 22.942 -8.689
H -22.038 23.336 -9.781
C -20.694 24.386 -14.088
C -21.964 23.607 -14.569
O -21.791 22.220 -14.499
C -21.862 21.536 -13.328
O -22.164 21.931 -12.206
O -21.609 20.226 -13.676
C -21.692 19.249 -12.695
H -20.625 25.446 -14.329
H -19.754 23.903 -14.355
H -20.725 24.342 -12.999
H -22.200 23.820 -15.611
H -22.898 23.952 -14.127
H -21.017 18.472 -13.053
H -22.687 18.918 -12.398
H -21.223 19.690 -11.815
C -28.287 13.387 -0.333
C -28.499 13.671 -1.833
O -28.124 15.072 -2.098
C -26.952 15.351 -2.587
O -26.091 14.601 -3.114
O -26.800 16.704 -2.626
C -25.655 17.380 -3.277
H -28.728 14.213 0.224
H -27.282 13.262 0.069
H -28.851 12.481 -0.108
H -29.534 13.411 -2.055
H -28.046 12.902 -2.459
H -25.633 17.169 -4.346
H -24.739 16.947 -2.874
H -25.630 18.438 -3.017
*
```

Entry 2
Computed, not measured: C32H64O24 as an isolated structure, with ωB97M-V/def2-TZVPD.

Lowest unoccupied orbital energy, eV: 0.46
E_HOMO, eV: -5.71

Structure (ORCA input):
```
! wB97M-V def2-TZVPD RIJCOSX def2/J DEFGRID3
* xyz 0 1
C 1.517 1.997 0.974
C 0.971 3.423 1.336
O 0.887 3.476 2.731
C 0.281 4.479 3.293
O -0.397 5.305 2.717
O 0.468 4.394 4.651
C 0.111 5.360 5.617
H 1.722 1.950 -0.096
H 0.760 1.268 1.265
H 2.427 1.657 1.468
H 0.024 3.739 0.899
H 1.750 4.114 1.011
H -0.297 6.193 5.044
H 0.960 5.734 6.189
H -0.513 5.045 6.454
C 1.220 -3.561 -2.969
C 0.327 -4.774 -2.909
O -0.522 -4.668 -1.770
C -1.586 -3.850 -1.709
O -1.888 -2.911 -2.488
O -2.362 -4.173 -0.588
C -3.321 -3.311 -0.063
H 0.616 -2.751 -3.378
H 1.993 -3.738 -3.717
H 1.561 -3.183 -2.006
H 0.927 -5.673 -2.770
H -0.269 -4.849 -3.819
H -3.515 -2.461 -0.717
H -2.898 -2.920 0.863
H -4.239 -3.725 0.354
C 2.636 3.706 -3.858
C 3.817 4.215 -3.065
O 4.399 3.262 -2.102
C 3.753 3.004 -0.859
O 2.621 3.345 -0.432
O 4.618 2.348 -0.178
C 4.493 1.915 1.144
H 2.836 3.634 -4.927
H 1.798 4.402 -3.819
H 2.221 2.739 -3.575
H 3.569 5.065 -2.430
H 4.624 4.429 -3.766
H 4.060 2.697 1.768
H 5.506 1.885 1.543
H 3.819 1.071 1.290
C 0.338 3.089 -2.850
C 0.649 3.576 -1.454
O 0.278 4.919 -1.222
C -1.064 5.179 -1.085
O -2.049 4.527 -1.418
O -1.157 6.364 -0.495
C -2.292 6.947 -0.255
H 0.562 3.908 -3.534
H -0.734 2.904 -2.900
H 0.913 2.224 -3.182
H 1.731 3.521 -1.333
H 0.307 2.895 -0.675
H -2.332 7.956 -0.665
H -2.361 6.986 0.832
H -3.200 6.476 -0.632
C -0.205 -3.256 0.103
C 0.618 -2.590 1.233
O 1.275 -1.464 0.833
C 0.689 -0.303 0.512
O -0.516 -0.041 0.639
O 1.579 0.549 -0.001
C 1.217 1.769 -0.864
H -0.624 -4.262 0.129
H 0.342 -3.162 -0.835
H -1.054 -2.580 -0.001
H 1.423 -3.235 1.585
H -0.128 -2.338 1.987
H 0.787 1.404 -1.797
H 2.073 2.444 -0.895
H 0.415 2.253 -0.307
C -6.598 -6.948 1.664
C -5.279 -7.460 2.362
O -4.295 -6.380 2.356
C -3.431 -6.262 1.330
O -3.647 -6.676 0.204
O -2.566 -5.171 1.561
C -1.360 -5.095 0.924
H -6.515 -6.723 0.601
H -6.768 -5.996 2.167
H -7.442 -7.532 2.031
H -4.916 -8.364 1.873
H -5.577 -7.600 3.402
H -1.632 -5.184 -0.128
H -0.859 -6.011 1.238
H -0.867 -4.134 1.066
C 0.299 -2.785 3.836
C 0.835 -1.420 3.385
O 2.200 -1.627 3.165
C 2.922 -0.628 2.600
O 2.459 0.381 2.178
O 4.195 -0.989 2.511
C 5.121 -0.225 1.789
H -0.618 -2.751 4.424
H 1.017 -3.189 4.548
H 0.244 -3.406 2.942
H 0.697 -0.655 4.150
H 0.481 -1.094 2.408
H 5.206 0.821 2.082
H 4.837 -0.292 0.739
H 6.111 -0.663 1.914
C -0.304 -1.266 -3.869
C -1.756 -0.619 -4.113
O -2.215 -0.178 -2.844
C -1.764 0.987 -2.313
O -0.870 1.672 -2.782
O -2.585 1.368 -1.294
C -2.318 2.604 -0.628
H 0.357 -0.529 -3.413
H 0.018 -1.755 -4.789
H -0.518 -1.927 -3.030
H -2.549 -1.272 -4.478
H -1.764 0.359 -4.594
H -2.938 2.468 0.259
H -2.691 3.412 -1.257
H -1.318 2.775 -0.231
*
```

The most stable of them is entry 1.

Entry 1
Computed, not measured: a 2-piece molecular cluster, C6H12N2 overall, with ωB97M-V/def2-TZVPD.

Lowest unoccupied orbital energy (spin up / spin down), eV: -4.30 / -7.98
Expectation value of S²: 0.760
E_HOMO (spin up / spin down), eV: -13.98 / -13.98

Structure (ORCA input):
```
! wB97M-V def2-TZVPD RIJCOSX def2/J DEFGRID3
* xyz 1 2
C -1.108 -2.790 -1.633
C -2.057 -1.623 -1.854
H -0.080 -2.546 -1.807
H -0.908 -3.078 -0.592
H -1.415 -3.605 -2.211
H -3.099 -1.923 -2.152
H -1.810 -1.026 -2.720
H -2.222 -1.296 -0.775
C 0.931 1.760 3.010
C 1.333 0.257 -0.194
C 1.273 1.443 1.637
C 0.937 2.335 0.588
N 1.631 0.140 1.099
N 0.917 1.579 -0.573
H 1.421 -0.482 -1.006
H 1.125 1.930 -1.519
H 0.696 3.333 0.656
H 0.861 0.762 3.602
H -0.096 2.254 2.970
H 1.672 2.577 3.474
*
```

Entry 2
Computed, not measured: a 2-piece molecular cluster, C6H12N2 overall, with ωB97M-V/def2-TZVPD.

Lowest unoccupied orbital energy (spin up / spin down), eV: -4.05 / -7.88
Expectation value of S²: 0.762
E_HOMO (spin up / spin down), eV: -14.82 / -14.89

Structure (ORCA input):
```
! wB97M-V def2-TZVPD RIJCOSX def2/J DEFGRID3
* xyz 1 2
C -2.339 1.829 0.718
C -1.091 1.912 -0.163
H -3.119 1.164 0.330
H -2.228 1.424 1.727
H -2.731 2.838 0.852
H -1.417 2.090 -1.177
H -0.484 1.009 -0.002
H -0.398 2.615 0.294
C 2.298 -1.090 1.241
C 0.933 -0.870 -2.000
C 1.444 -0.972 0.059
C 0.184 -1.591 -0.072
N 1.896 -0.568 -1.114
N -0.092 -1.550 -1.404
H 0.955 -0.567 -3.033
H -0.957 -1.945 -1.778
H -0.286 -2.177 0.702
H 1.842 -0.582 2.103
H 3.342 -0.823 1.152
H 2.249 -2.144 1.564
*
```

The most stable of them is entry 2.

Entry 1
Computed, not measured: HNO2S as an isolated structure, with ωB97M-V/def2-TZVPD.

Lowest unoccupied orbital energy (spin up / spin down), eV: -1.15 / -1.14
E_HOMO (spin up / spin down), eV: -8.38 / -8.38

Structure (ORCA input):
```
! wB97M-V def2-TZVPD RIJCOSX def2/J DEFGRID3
* xyz 0 1
N 1.344 0.115 0.612
O 2.241 0.267 -0.072
O -0.101 0.315 -0.473
S -1.268 -0.726 -0.403
H -2.216 0.029 0.336
*
```

Entry 2
Computed, not measured: one molecule with the formula HNO2S, with ωB97M-V/def2-TZVPD.

Lowest unoccupied orbital energy (spin up / spin down), eV: -2.82 / -2.89
SMILES: N#S(=O)O
E_HOMO (spin up / spin down), eV: -11.74 / -11.25

Structure (ORCA input):
```
! wB97M-V def2-TZVPD RIJCOSX def2/J DEFGRID3
* xyz 0 1
N 2.046 -0.357 0.608
S 0.604 -0.104 0.188
O -0.044 -1.261 -0.469
O -1.112 1.009 0.287
H -1.495 0.712 -0.614
*
```

The most stable of them is entry 1.

Entry 1
Computed, not measured: C29H40N3O13PS2W as an isolated structure, with ωB97M-V/def2-TZVPD.

Lowest unoccupied orbital energy, eV: 4.13
E_HOMO, eV: -0.49

Structure (ORCA input):
```
! wB97M-V def2-TZVPD RIJCOSX def2/J DEFGRID3
* xyz -2 1
W -1.300 -0.033 0.085
C -5.266 1.066 1.089
C -3.967 0.418 1.472
O -2.962 0.707 0.772
C -3.823 -0.408 2.565
C -2.593 -1.021 2.904
C -2.470 -1.757 4.204
N -1.570 -1.002 2.089
N -0.449 -1.696 2.530
C 0.306 -1.929 1.518
O -0.091 -1.661 0.330
C 1.649 -2.525 1.759
C 2.631 -2.429 0.786
C 3.903 -2.946 1.017
C 4.197 -3.572 2.218
C 3.211 -3.671 3.193
C 1.946 -3.148 2.965
H -5.189 1.474 0.079
H -5.525 1.884 1.768
H -6.062 0.320 1.130
H -4.679 -0.572 3.210
H -3.416 -1.714 4.746
H -1.679 -1.323 4.820
H -2.192 -2.799 4.035
H 2.390 -1.920 -0.139
H 4.667 -2.848 0.254
H 5.188 -3.971 2.400
H 3.429 -4.158 4.137
H 1.168 -3.217 3.715
N -2.713 -3.813 -1.046
C -2.590 -2.450 -1.109
O -2.716 -1.791 -0.096
C -2.136 -1.805 -2.375
C -1.627 -0.399 -2.053
H -2.683 -4.139 -0.090
H -2.070 -4.301 -1.648
H -2.967 -1.781 -3.087
H -1.372 -2.456 -2.810
H -2.429 0.316 -2.269
H -0.819 -0.132 -2.734
O 0.180 3.651 0.559
S -0.859 2.668 0.611
O -1.235 2.015 -0.672
O -0.570 1.532 1.538
C -2.259 3.543 1.321
C -1.989 3.824 2.656
C -2.916 4.462 3.460
C -4.132 4.829 2.915
C -4.392 4.580 1.581
C -3.474 3.930 0.746
S -3.959 3.916 -1.037
O -2.865 4.668 -1.620
O -5.242 4.616 -1.008
O -4.071 2.536 -1.448
H -1.033 3.513 3.062
H -2.687 4.669 4.500
H -4.880 5.320 3.530
H -5.318 4.899 1.123
C 1.801 -1.205 -4.509
C 2.134 -1.866 -3.174
C 3.651 -1.961 -2.997
C 1.538 -3.271 -3.101
O 1.516 -1.175 -2.084
P 1.618 0.385 -1.678
O 1.406 1.284 -2.829
O 0.799 0.532 -0.411
O 3.172 0.360 -1.225
C 3.950 1.521 -0.869
C 5.161 0.949 -0.151
C 4.366 2.248 -2.143
C 3.174 2.452 0.051
H 2.293 -1.751 -5.320
H 2.120 -0.163 -4.512
H 0.720 -1.212 -4.675
H 4.069 -2.559 -3.812
H 3.894 -2.438 -2.043
H 4.107 -0.971 -3.004
H 2.183 -3.991 -3.612
H 0.552 -3.302 -3.571
H 1.436 -3.561 -2.052
H 5.770 0.354 -0.839
H 4.829 0.301 0.664
H 5.775 1.754 0.261
H 4.922 1.568 -2.796
H 4.999 3.106 -1.899
H 3.478 2.587 -2.680
H 2.887 1.935 0.970
H 2.255 2.808 -0.412
H 3.794 3.317 0.301
*
```

Entry 2
Computed, not measured: C29H40N3O13PS2W as an isolated structure, with ωB97M-V/def2-TZVPD.

Lowest unoccupied orbital energy (spin up / spin down), eV: 4.15 / 4.15
E_HOMO (spin up / spin down), eV: -0.30 / -0.29

Structure (ORCA input):
```
! wB97M-V def2-TZVPD RIJCOSX def2/J DEFGRID3
* xyz -2 1
W 0.988 -0.823 -0.041
C 3.271 -4.383 0.227
C 2.547 -3.255 0.911
O 1.670 -2.589 0.222
C 2.765 -2.948 2.228
C 2.164 -1.848 2.872
C 2.327 -1.653 4.349
N 1.497 -0.956 2.169
N 0.997 0.097 2.885
C 0.691 1.065 2.088
O 1.025 0.992 0.824
C -0.011 2.230 2.635
C -0.710 3.095 1.794
C -1.408 4.176 2.308
C -1.416 4.429 3.674
C -0.721 3.570 4.520
C -0.030 2.484 4.011
H 3.132 -4.293 -0.848
H 2.887 -5.357 0.543
H 4.333 -4.331 0.475
H 3.430 -3.580 2.805
H 2.941 -2.454 4.765
H 1.354 -1.647 4.846
H 2.795 -0.688 4.563
H -0.716 2.871 0.738
H -1.961 4.829 1.641
H -1.966 5.271 4.078
H -0.720 3.757 5.588
H 0.519 1.817 4.663
N 4.534 1.326 0.098
C 3.668 0.420 -0.458
O 3.179 -0.431 0.258
C 3.121 0.656 -1.830
C 1.797 -0.103 -1.948
H 4.502 1.257 1.107
H 4.362 2.267 -0.221
H 3.844 0.333 -2.586
H 2.997 1.734 -1.957
H 2.000 -1.050 -2.458
H 1.129 0.439 -2.617
O -2.503 -2.586 -0.665
S -1.096 -2.585 -0.392
O -0.222 -1.953 -1.406
O -0.748 -1.897 0.896
C -0.678 -4.306 -0.158
C -1.231 -4.790 1.026
C -0.985 -6.079 1.454
C -0.182 -6.908 0.691
C 0.338 -6.449 -0.507
C 0.114 -5.150 -0.963
S 0.692 -4.843 -2.690
O -0.569 -4.599 -3.365
O 1.315 -6.124 -3.036
O 1.643 -3.754 -2.726
H -1.840 -4.110 1.607
H -1.419 -6.440 2.379
H 0.028 -7.919 1.024
H 0.919 -7.090 -1.154
C 0.083 3.381 -3.621
C 0.072 3.618 -2.110
C -1.032 4.617 -1.748
C 1.416 4.183 -1.644
O -0.072 2.385 -1.389
P -1.210 1.243 -1.545
O -1.420 0.816 -2.941
O -0.900 0.224 -0.461
O -2.460 2.134 -1.010
C -3.837 1.715 -1.013
C -4.531 2.696 -0.072
C -4.389 1.838 -2.433
C -3.994 0.292 -0.496
H 0.169 4.336 -4.147
H -0.828 2.868 -3.925
H 0.924 2.740 -3.893
H -0.854 5.564 -2.264
H -1.040 4.791 -0.670
H -2.005 4.226 -2.034
H 1.451 5.262 -1.810
H 2.242 3.726 -2.191
H 1.539 3.973 -0.579
H -4.509 3.708 -0.484
H -4.006 2.704 0.885
H -5.569 2.396 0.086
H -4.270 2.865 -2.790
H -5.448 1.570 -2.459
H -3.821 1.176 -3.087
H -3.611 0.215 0.524
H -3.426 -0.413 -1.101
H -5.047 0.003 -0.511
*
```

The most stable of them is entry 1.